{"formula": "C48H36Cl4NO3P2Ta", "method": "ωB97M-V with the def2-TZVPD basis set", "elements": ["Ta", "C", "C", "C", "C", "C", "C", "C", "C", "P", "C", "C", "C", "C", "C", "C", "C", "C", "C", "C", "C", "C", "C", "O", "C", "C", "C", "C", "C", "C", "P", "C", "C", "C", "C", "C", "C", "C", "C", "C", "C", "C", "C", "H", "H", "H", "H", "H", "H", "H", "H", "H", "H", "H", "H", "H", "H", "H", "H", "H", "H", "H", "H", "H", "H", "H", "H", "H", "H", "H", "H", "H", "H", "H", "H", "Cl", "C", "C", "C", "C", "O", "C", "C", "O", "C", "H", "H", "H", "H", "Cl", "C", "Cl", "Cl", "C", "N"], "coordinates": [[-0.46, -0.59, -0.52], [1.55, 2.71, 5.14], [0.92, 1.48, 4.48], [0.54, 0.45, 5.57], [-0.33, 1.87, 3.73], [-1.32, 2.62, 4.38], [-2.50, 3.00, 3.76], [-2.73, 2.63, 2.46], [-1.77, 1.87, 1.79], [-2.09, 1.41, 0.11], [-1.98, 2.86, -0.94], [-1.32, 3.99, -0.45], [-1.28, 5.14, -1.22], [-1.89, 5.17, -2.47], [-2.54, 4.04, -2.95], [-2.57, 2.87, -2.21], [-3.78, 0.78, 0.14], [-4.86, 1.47, -0.41], [-6.14, 0.95, -0.29], [-6.34, -0.24, 0.39], [-5.27, -0.92, 0.96], [-3.99, -0.41, 0.83], [-0.60, 1.48, 2.43], [0.28, 0.65, 1.65], [1.56, 0.42, 2.25], [2.48, -0.25, 1.46], [3.77, -0.52, 1.92], [4.13, -0.11, 3.19], [3.19, 0.54, 3.97], [1.89, 0.82, 3.53], [2.05, -0.88, -0.12], [2.95, -0.06, -1.41], [3.21, -0.69, -2.63], [3.93, -0.02, -3.60], [4.39, 1.27, -3.36], [4.12, 1.91, -2.15], [3.40, 1.25, -1.17], [2.30, -2.64, -0.05], [3.47, -3.25, -0.50], [3.63, -4.62, -0.34], [2.63, -5.38, 0.25], [1.46, -4.77, 0.72], [1.30, -3.41, 0.57], [0.85, 3.20, 5.81], [1.87, 3.44, 4.39], [2.41, 2.44, 5.74], [-0.17, 0.87, 6.27], [1.42, 0.15, 6.13], [0.10, -0.45, 5.13], [-1.16, 2.91, 5.41], [-3.23, 3.59, 4.30], [-3.64, 2.92, 1.95], [-0.87, 3.99, 0.53], [-0.79, 6.03, -0.84], [-1.87, 6.08, -3.06], [-3.04, 4.08, -3.91], [-3.07, 1.99, -2.60], [-4.71, 2.42, -0.92], [-6.97, 1.49, -0.71], [-7.34, -0.65, 0.47], [-5.44, -1.83, 1.52], [-3.17, -0.93, 1.31], [4.48, -1.05, 1.29], [5.12, -0.31, 3.57], [3.47, 0.84, 4.97], [2.87, -1.70, -2.81], [4.17, -0.51, -4.54], [4.97, 1.79, -4.12], [4.50, 2.90, -1.97], [3.21, 1.74, -0.22], [4.26, -2.67, -0.95], [4.54, -5.10, -0.68], [2.76, -6.44, 0.37], [0.70, -5.36, 1.21], [0.41, -2.93, 0.98], [-1.16, -7.00, -4.30], [-0.82, -5.50, -3.56], [0.30, -4.75, -3.97], [0.59, -3.51, -3.40], [-0.23, -3.06, -2.40], [-0.03, -1.88, -1.76], [-1.34, -3.78, -1.96], [-2.12, -3.25, -0.90], [-1.89, -2.19, -0.24], [-1.65, -5.02, -2.56], [0.94, -5.16, -4.74], [1.43, -2.93, -3.73], [-3.02, -3.81, -0.62], [-2.51, -5.59, -2.24], [0.99, 0.85, -5.82], [-0.06, 1.82, -4.79], [-1.68, 1.94, -5.46], [0.65, 3.39, -4.43], [-0.17, 1.09, -3.50], [-0.23, 0.53, -2.50]], "lowdin_charge": [1.83, 0.01, -0.43, 0.02, -0.08, 0.04, 0.01, -0.03, -0.32, 1.00, -0.37, -0.06, -0.03, -0.03, -0.09, -0.15, -0.37, -0.06, -0.02, -0.02, -0.04, -0.13, -0.16, -0.14, -0.15, -0.30, -0.03, 0.01, 0.05, -0.08, 1.03, -0.36, -0.09, -0.04, -0.01, -0.02, -0.06, -0.37, -0.06, -0.02, -0.01, -0.03, -0.11, 0.09, 0.11, 0.09, 0.10, 0.10, 0.10, 0.14, 0.14, 0.13, 0.11, 0.13, 0.13, 0.11, 0.11, 0.11, 0.13, 0.13, 0.12, 0.09, 0.13, 0.14, 0.14, 0.09, 0.13, 0.14, 0.13, 0.12, 0.12, 0.13, 0.13, 0.13, 0.09, 0.83, -0.62, 0.02, 0.05, -0.25, -0.32, -0.12, -0.03, -0.16, 0.02, 0.14, 0.12, 0.18, 0.15, 0.71, -1.61, 0.75, 0.73, -0.25, 0.13], "homo_lumo_gap_ev": 4.99, "e_tot_ha": -4710.28434, "max_force_ev_per_a": 1.80, "multiplicity": 1, "total_charge": 4}